Record 1
Below is C22H40F18K2N3O20S6 as an isolated structure, with properties calculated with ωB97M-V/def2-TZVPD.

Geometry as XYZ:
```
111
Properties=species:S:1:pos:R:3:lowdin_charge:R:1
K 3.441 -1.110 0.662 0.83
K -0.168 -5.732 -1.654 0.95
S -0.420 -1.715 0.678 0.55
S 5.107 -4.180 2.478 0.53
S 0.372 -2.043 -1.755 0.69
S 6.105 -2.031 3.398 0.68
S -1.482 5.805 3.391 0.65
S 0.903 4.841 3.443 0.54
F 2.605 2.874 3.328 0.11
F 1.354 -1.150 -4.094 0.17
F 5.771 0.412 2.200 0.09
F 2.696 -4.771 1.550 0.10
F 0.763 2.166 4.206 0.13
F -2.132 6.565 5.881 0.13
F 1.253 -2.568 2.659 0.11
F 4.088 -4.292 -0.064 0.11
F 6.528 0.483 4.253 0.19
F 2.078 3.405 5.396 0.13
F 2.827 -1.457 -2.509 0.13
F -3.109 7.675 4.326 0.13
F 4.188 -6.194 1.007 0.13
F -3.742 5.628 4.804 0.13
F 4.448 -0.037 3.799 0.12
F 1.499 0.242 -2.487 0.17
F 0.737 -0.494 2.805 0.14
F -0.730 -2.085 3.294 0.17
O -1.334 -0.612 0.594 -0.26
O -0.892 -3.112 0.551 -0.35
O -1.510 2.740 -4.098 -0.17
O -5.368 -2.102 -1.403 -0.17
O 4.706 -3.890 -5.352 -0.17
O 4.643 -4.702 3.743 -0.27
O 1.858 5.893 3.704 -0.31
O -3.610 1.931 7.103 -0.18
O -2.931 1.685 4.253 -0.15
O 0.738 4.469 2.038 -0.34
O -4.700 0.697 -2.035 -0.16
O 7.499 -2.274 3.048 -0.29
O -0.943 -1.664 -2.176 -0.26
O -1.379 4.708 -2.140 -0.16
O 0.855 -3.385 -2.031 -0.45
O 3.971 -2.941 -7.988 -0.18
O -0.968 7.052 2.837 -0.32
O 5.768 -2.320 4.768 -0.29
O -2.229 4.911 2.535 -0.31
O 6.392 -4.664 2.026 -0.30
N -0.385 4.908 4.289 -0.30
N 0.835 -1.553 -0.155 -0.36
N 4.921 -2.623 2.236 -0.40
C -5.681 -3.408 -1.828 -0.12
C -0.820 2.525 -2.869 -0.20
C 3.972 -4.878 1.139 -0.65
C 1.624 3.181 4.170 -0.67
C 3.955 -3.344 -9.352 -0.10
C -1.275 1.836 -5.119 -0.15
C -1.685 5.549 -1.039 -0.09
C 5.144 -3.395 -4.088 -0.07
C 5.727 -0.155 3.431 -0.65
C -2.707 6.463 4.686 -0.67
C -3.356 1.925 8.470 -0.15
C -1.383 3.357 -1.766 -0.22
C -3.816 0.857 4.947 -0.21
C -4.055 -1.655 -1.715 -0.21
C 1.610 -1.025 -2.804 -0.68
C 0.242 -1.693 2.504 -0.64
C 3.412 -3.515 -5.718 -0.24
C 3.163 -3.772 -7.180 -0.22
C -3.399 0.688 6.413 -0.18
C -4.466 0.802 -3.422 -0.09
C -2.497 1.190 3.009 -0.10
C -3.859 -0.197 -1.352 -0.20
H -3.249 -2.311 -1.370 0.10
H -3.952 -1.809 -2.801 0.11
H 2.621 -3.982 -5.103 0.12
H -5.991 -4.053 -1.005 0.08
H -4.232 1.542 9.015 0.08
H -4.817 1.293 4.904 0.13
H -3.416 2.963 8.825 0.08
H -3.859 -0.078 -0.266 0.12
H -3.839 -0.172 4.569 0.12
H 6.203 -3.629 -4.057 0.09
H -0.775 1.482 -2.535 0.11
H -1.645 0.810 -4.925 0.07
H -2.387 2.955 -1.561 0.13
H -1.764 1.882 2.605 0.09
H -1.768 2.086 -6.055 0.09
H -5.186 1.498 -3.847 0.09
H -4.543 -0.164 -3.927 0.08
H -2.819 0.116 -1.516 0.10
H -4.000 -0.110 6.869 0.12
H -3.482 1.230 -3.638 0.06
H 4.978 -2.315 -4.108 0.08
H 2.115 -3.530 -7.403 0.13
H 4.383 -4.348 -9.407 0.09
H 0.219 2.826 -3.054 0.13
H -2.766 5.645 -0.912 0.09
H 4.584 -2.623 -9.868 0.09
H -1.247 5.178 -0.108 0.07
H -2.360 0.444 6.651 0.13
H 2.946 -3.336 -9.771 0.09
H 3.142 -2.481 -5.459 0.11
H -0.224 1.529 -5.228 0.08
H -2.415 1.601 8.922 0.09
H -0.845 3.187 -0.826 0.13
H -3.333 1.058 2.308 0.09
H -6.554 -3.244 -2.471 0.09
H 4.557 -3.858 -3.291 0.08
H -4.928 -3.887 -2.461 0.08
H -1.259 6.549 -1.125 0.09
H -2.102 0.167 2.992 0.05
H 3.240 -4.837 -7.423 0.12
```

Values from the calculation:
**Multiplicity**: 1
**Gap between HOMO and LUMO**: 0.209 Eh
**Electronic energy**: -7917.73451 hartree
**Lowest unoccupied orbital energy**: -0.60 eV
**HOMO level**: -6.287 eV
**Charge**: -1

Record 2
Below is a 3-piece molecular cluster, C22H40FIN3O8P3 overall, with properties calculated with ωB97M-V/def2-TZVPD.

Geometry as XYZ:
```
78
Properties=species:S:1:pos:R:3:lowdin_charge:R:1
I -2.780 8.847 -8.803 0.83
P 0.992 5.211 -3.766 0.76
P -2.110 -4.377 6.509 0.62
P -0.027 -0.847 -0.952 0.48
F 5.433 4.512 -4.908 -0.05
O -1.049 -0.496 -2.147 -0.20
O -1.456 -3.395 7.691 -0.22
O -3.095 -3.327 5.750 -0.21
O -0.940 -3.788 5.499 -0.20
O 0.415 -2.360 -1.356 -0.18
O -3.096 -5.060 7.402 -0.22
O -1.268 -1.214 0.004 -0.17
O 1.135 0.036 -1.177 -0.23
N 0.774 3.689 -3.416 -0.29
N -0.717 6.850 -5.629 0.11
N -0.409 7.145 -8.453 0.10
C -5.303 -2.953 6.685 -0.07
C 0.413 -4.261 9.000 -0.08
C -0.870 0.675 -2.956 -0.28
C 3.208 3.860 -5.479 -0.13
C 1.220 5.419 -5.571 -0.22
C 2.249 4.761 -6.214 -0.20
C 0.381 -4.319 5.473 -0.28
C -1.070 -1.581 1.376 -0.27
C 1.702 -3.631 0.279 -0.08
C -0.115 -0.682 2.122 -0.08
C -1.352 7.687 -7.761 -0.76
C 0.443 6.395 -7.686 -0.21
C 1.500 5.717 -8.324 0.00
C 0.422 -5.832 5.427 -0.08
C -4.488 -3.604 5.586 -0.29
C 2.358 4.933 -7.617 -0.02
C 0.309 6.237 -6.296 -0.21
C 4.672 3.962 -5.933 -0.19
C -1.527 7.557 -6.355 -0.18
C -1.062 -3.904 8.960 -0.29
C -0.121 0.333 -4.229 -0.08
C 1.708 -2.864 -1.030 -0.28
H -6.341 -3.288 6.647 0.08
H 0.949 -3.929 6.320 0.10
H -4.897 -3.184 7.669 0.07
H -1.864 1.047 -3.204 0.12
H -0.487 0.343 2.144 0.09
H -2.049 -1.540 1.852 0.12
H 1.514 3.369 -2.799 -0.02
H -0.089 -6.272 6.292 0.07
H 3.200 3.996 -4.403 0.08
H 2.124 5.766 -3.132 0.01
H 1.023 -3.429 8.645 0.08
H -4.670 -4.677 5.544 0.10
H -0.099 6.006 -3.407 -0.01
H 1.600 5.804 -9.398 0.12
H 5.059 2.953 -6.087 0.12
H 0.009 -1.030 3.148 0.08
H -0.744 -0.288 -4.876 0.07
H -0.367 1.461 -2.399 0.08
H 0.720 -4.510 10.017 0.08
H 0.871 -0.663 1.646 0.07
H 0.858 -3.921 4.575 0.12
H 2.884 2.831 -5.657 0.13
H -0.749 -2.625 1.427 0.10
H -1.260 -3.112 9.685 0.12
H 0.623 -5.127 8.367 0.06
H -2.368 8.043 -5.877 0.09
H 0.787 -0.236 -4.025 0.07
H 4.813 4.496 -6.872 0.10
H 3.132 4.422 -8.177 0.11
H 2.661 -4.127 0.437 0.08
H 1.991 -3.535 -1.841 0.12
H -4.778 -3.193 4.617 0.11
H -0.076 -6.200 4.528 0.08
H 1.452 -6.188 5.423 0.09
H -1.668 -4.766 9.243 0.10
H -5.285 -1.868 6.578 0.08
H 0.912 -4.383 0.283 0.08
H 1.530 -2.959 1.124 0.06
H 0.151 1.241 -4.769 0.05
H 2.446 -2.060 -0.997 0.11
```

Values from the calculation:
**SMILES string**: N=[PH2]c1c(CCF)ccc2nc(I)cnc12.CCOP(=O)(OCC)OCC.CCOP(=O)(OCC)OCC
**Multiplicity**: 1
**Gap between HOMO and LUMO**: 0.277 Eh
**Electronic energy**: -3050.11856 hartree
**Lowest unoccupied orbital energy**: -0.91 eV
**HOMO level**: -8.464 eV
**Charge**: 0

Record 3
Below is a 2-piece molecular cluster, C22H40N4O4 overall, with properties calculated with ωB97M-V/def2-TZVPD.

Geometry as XYZ:
```
70
Properties=species:S:1:pos:R:3:lowdin_charge:R:1
O 4.085 -0.050 3.414 -0.03
O 6.181 0.466 2.769 0.12
O 0.493 2.295 -3.130 0.11
O -5.640 -0.509 3.353 -0.19
N 5.068 -2.987 -2.323 0.13
N -3.941 0.850 1.466 0.04
N 1.681 0.332 -3.279 0.13
N -2.815 0.843 -1.954 0.17
C 0.851 1.253 -2.646 -0.45
C 4.850 2.202 3.742 0.02
C 0.482 0.663 -1.274 -0.29
C -0.077 4.114 0.211 0.01
C 2.837 -3.620 -1.583 -0.03
C 5.136 0.811 3.249 -0.53
C -7.035 -0.309 3.221 -0.11
C 0.090 1.680 -0.194 -0.11
C 0.563 3.105 -0.358 -0.17
C 2.095 -0.732 -2.335 -0.28
C 2.042 -0.782 0.320 -0.12
C -5.025 -1.227 2.303 -0.21
C 3.853 -2.667 -2.174 -0.41
C -4.648 -0.379 1.083 -0.44
C -1.816 0.198 -2.383 -0.41
C -1.727 -0.105 -3.856 -0.04
C 2.707 0.059 1.422 -0.16
C 1.834 -0.040 -0.996 -0.20
C 3.686 -0.766 2.236 -0.18
C -5.825 -0.011 0.187 -0.06
C 3.494 -1.257 -2.620 -0.09
C -0.710 -0.319 -1.477 -0.07
H 1.802 -3.386 -1.827 0.07
H -6.438 0.773 0.633 0.07
H 2.720 -1.614 0.110 0.09
H -5.459 0.364 -0.769 0.07
H -1.119 4.011 0.497 0.06
H -3.099 0.603 1.979 0.07
H 3.193 0.950 1.014 0.12
H 4.312 2.756 2.972 0.09
H -1.164 0.682 -4.362 0.08
H 1.113 -1.221 0.691 0.13
H 5.798 2.704 3.917 0.09
H -1.233 -1.058 -4.044 0.08
H -7.441 -0.190 4.225 0.09
H 0.491 1.350 0.767 0.11
H 2.925 -3.609 -0.495 0.08
H 4.254 -0.573 -2.236 0.13
H 1.423 3.291 -0.993 0.10
H -5.651 -2.079 2.006 0.12
H 3.049 -4.634 -1.920 0.08
H 4.272 2.196 4.664 0.09
H 2.552 0.793 -1.039 0.16
H 4.573 -1.047 1.665 0.13
H 1.408 -1.551 -2.554 0.12
H -2.767 0.958 -0.940 0.02
H 5.232 -3.945 -2.015 0.05
H 3.619 -1.265 -3.707 0.13
H -1.154 -0.521 -0.497 0.12
H -0.375 -1.285 -1.855 0.11
H -3.959 -0.984 0.482 0.13
H -6.460 -0.877 -0.006 0.08
H -2.734 -0.110 -4.267 0.08
H -7.515 -1.171 2.747 0.09
H -4.106 -1.635 2.733 0.12
H 2.397 0.753 -3.856 0.15
H 1.951 0.425 2.121 0.12
H -4.518 1.334 2.149 0.07
H -0.994 1.721 -0.065 0.10
H -7.268 0.590 2.647 0.08
H 3.198 -1.670 2.601 0.13
H 0.403 5.057 0.433 0.05
```

Values from the calculation:
**SMILES string**: [H]/N=C(/C)C[C@]1(CC=C)C(=O)N[C@@H](C/C(C)=N/[H])[C@@H]1CCCOC(C)=O.COC[C@@H](C)N
**Multiplicity**: 1
**Gap between HOMO and LUMO**: 0.348 Eh
**Electronic energy**: -1382.20523 hartree
**Lowest unoccupied orbital energy**: 0.29 eV
**HOMO level**: -9.164 eV
**Charge**: 0

Q: Look up the charge of the first one.
A: -1